{"formula": "C41H85O18P2S", "method": "ωB97M-V with the def2-TZVPD basis set", "lumo_ev": 1.8, "spin_multiplicity": 1, "total_charge": -1, "symbols": ["H", "C", "H", "H", "C", "O", "H", "O", "H", "H", "C", "H", "H", "H", "C", "H", "C", "C", "H", "H", "O", "O", "O", "O", "P", "H", "H", "C", "H", "H", "H", "H", "H", "C", "C", "C", "O", "H", "H", "C", "C", "H", "O", "H", "C", "H", "H", "C", "H", "H", "H", "H", "H", "H", "H", "H", "H", "H", "H", "H", "O", "C", "O", "O", "H", "H", "O", "H", "H", "C", "C", "H", "H", "C", "H", "H", "O", "H", "C", "H", "C", "C", "H", "C", "H", "P", "H", "C", "H", "C", "C", "C", "H", "H", "H", "C", "C", "C", "C", "H", "H", "H", "C", "C", "H", "H", "S", "H", "H", "H", "C", "H", "O", "H", "H", "H", "H", "H", "H", "C", "C", "H", "O", "H", "H", "C", "H", "H", "C", "H", "C", "H", "H", "H", "C", "H", "H", "C", "H", "H", "O", "O", "H", "H", "H", "O", "C"], "coordinates": [[4.17722, -4.28166, -3.03083], [-3.42743, -2.41814, -6.83228], [-2.74666, -11.75198, 0.80101], [0.81885, 5.54352, -1.18174], [5.55313, 0.92756, 6.42367], [8.16367, 1.67191, 4.79411], [-3.51883, -1.75804, -8.87135], [1.86364, -3.45306, -2.57486], [0.07050, -0.42419, -0.32040], [3.39622, 0.64150, 2.53665], [-4.79805, -10.72573, 3.42652], [-3.67762, -3.31712, -2.97192], [3.67950, -0.07203, 5.94812], [-4.20880, 3.31185, -3.34877], [3.22011, 1.01189, 3.54598], [-1.00178, 0.99921, -1.61818], [-3.17712, -3.27907, -2.00239], [-4.23679, -7.24078, -1.27398], [-3.13596, 3.58360, -0.48797], [-2.44200, -4.29074, -7.18336], [2.51324, 5.78008, -3.69723], [-2.77377, -1.20444, -0.92058], [3.62242, 5.59260, 3.47478], [-3.28266, 1.15953, -9.18644], [-0.63093, 2.03955, 1.79534], [-2.93925, -0.54627, -7.72173], [-1.38561, 2.96924, 4.03538], [2.64506, -3.65905, -1.67210], [2.94171, -2.68976, 0.21726], [-3.91482, -3.40902, -1.21551], [-0.63287, -2.37881, -2.82321], [-5.81957, -10.35345, 3.40180], [-5.57498, 3.09211, -9.89551], [8.49951, 2.65751, 4.18277], [-3.45246, -3.91947, -7.00501], [7.54083, 3.35908, 3.25252], [-5.07323, -10.87326, 1.07161], [4.20162, -5.12255, -1.46644], [-2.58842, 2.90328, -7.52818], [2.75522, 2.46660, 3.55779], [-4.34461, -11.04004, 2.02224], [-2.94510, -8.52897, -0.14827], [-0.27090, 3.79015, 2.05504], [6.36124, 1.14760, 5.72708], [4.04377, -4.16083, -1.95733], [-5.81389, -8.66089, -1.57894], [-4.15236, -9.96432, 3.86704], [-1.37669, 1.82857, -1.02775], [0.57739, 4.05363, 4.51109], [4.31131, 3.77222, -2.65263], [-4.14490, 3.73019, -7.72577], [6.58595, 2.83586, 3.25644], [-1.87392, -1.87490, -8.20338], [-2.28561, 1.57530, -0.48197], [-3.84766, -4.38330, -6.10345], [3.36075, 5.06549, 0.36313], [2.20069, 3.76837, -0.12082], [5.53451, 1.71360, 7.18189], [10.46677, 2.64081, 5.01506], [-4.08568, -4.18728, -7.85277], [-1.25591, 0.22344, 6.87909], [-3.27071, 3.34315, -8.25164], [0.79171, -1.36415, 1.29114], [-3.80919, -1.89692, -5.81014], [-4.64692, 2.34954, -1.93770], [4.77878, -3.44625, -1.58383], [4.03827, 4.54302, -2.13199], [-1.97776, 2.47606, 1.44191], [-4.47460, -8.11947, 0.66548], [-1.00720, 0.16986, 1.56437], [-2.48364, -1.94964, -1.83221], [-0.80785, 0.01231, 4.46521], [-0.93669, 3.61967, -2.21595], [-0.57156, 1.06605, 4.62544], [2.48305, 0.35850, 4.02105], [-2.45163, -4.08975, -1.94188], [2.81932, 4.85282, 5.77735], [-2.04117, 2.47918, -2.98942], [0.02758, -0.57183, 0.77393], [-2.82661, -12.50577, 2.40537], [-3.67140, -7.73491, 0.03492], [-1.09238, 1.37467, 6.06364], [-0.15027, 3.35616, -0.23229], [-1.77103, 2.94156, -2.03287], [3.58518, 1.68494, 6.01952], [2.38932, 5.54612, 4.55085], [4.03286, 6.46635, 3.50210], [-1.28690, 1.97028, 3.60491], [-4.19898, 3.52824, -10.93195], [-4.96347, -8.25237, -2.12695], [4.21124, 0.85208, 5.67783], [-2.94165, -11.57032, 1.85557], [0.16887, 5.56995, 3.63008], [-0.51160, -0.35317, 6.67946], [-2.21974, -10.84338, 2.23139], [-0.24110, 2.27789, -0.07883], [9.88690, 3.24090, 4.31718], [1.87641, 2.78635, 2.34056], [0.91252, 4.78933, 3.78399], [0.72027, 1.85200, -0.39234], [-0.39166, 2.09355, 6.51536], [2.23199, 6.67901, -1.02745], [-3.69096, 2.29616, -9.25217], [1.06420, 4.10951, 2.38307], [-5.31926, -7.77035, -3.03505], [-4.86665, 1.88410, -10.98658], [2.52399, 4.87639, -2.57862], [0.50427, 1.23171, 4.64620], [-3.17723, -6.91230, 0.54783], [-2.31204, 1.58440, 3.52613], [2.28140, -3.43240, -0.22940], [-1.97250, 0.03107, 1.07351], [1.00346, 1.68319, 2.17397], [10.38643, 3.24378, 3.34693], [0.49237, 5.58828, 0.96559], [1.26423, -3.07222, -0.15736], [3.62232, 3.12663, 3.61854], [1.89786, 7.58159, 4.03085], [-4.29045, -9.06864, -2.39398], [-3.00526, 3.74749, -1.56145], [1.44348, 5.22535, 1.35654], [7.38486, 4.38771, 3.58282], [-4.11158, -6.08936, -1.61734], [-1.06010, -0.35392, 2.51846], [9.82702, 4.26469, 4.69011], [1.90038, 5.64554, -1.08552], [5.72798, -0.00641, 6.96129], [2.17525, 2.65462, 4.46407], [-1.42341, -1.62510, -2.85291], [-2.84220, 4.81933, -1.70671], [-2.90638, -1.59556, -7.98317], [-0.98921, -0.65320, -2.64273], [-4.76150, -11.62577, 4.04235], [2.56677, 2.69209, 1.49018], [-4.29912, 3.33381, -2.25948], [1.93305, 6.08721, 1.82189], [-2.04383, 1.90120, 5.98009], [-4.64616, 2.72934, -10.33833], [-5.09847, 4.04221, -2.01755], [-1.87239, -1.60310, -3.84837], [4.43992, 0.88172, 4.28835], [1.86637, 3.60661, -2.76471], [-2.76814, 4.16705, -8.76110], [2.37053, -4.37164, 0.32255], [7.94230, 3.36677, 2.23727], [2.04012, 7.11115, 4.86523], [2.32170, 4.81093, 0.15715]], "forces_ev_per_angstrom": [[-0.02, 0.01, 0.01], [0.03, 0.07, 0.01], [-0.02, 0.00, 0.00], [-0.02, 0.28, -0.30], [-0.43, -0.09, 0.12], [0.42, 0.02, -0.05], [0.10, -0.05, -0.06], [0.04, -0.06, -0.01], [-0.01, 0.14, 0.01], [0.10, 0.06, -0.01], [-0.18, 0.06, -0.10], [0.11, -0.08, -0.06], [-0.04, 0.01, -0.10], [0.14, 0.03, 0.02], [0.32, 0.12, 0.56], [-0.36, -0.36, 0.19], [-0.07, 0.24, 0.17], [0.03, 0.07, 0.01], [0.08, 0.19, 0.04], [-0.02, -0.01, -0.12], [0.33, 0.07, 0.60], [0.10, -0.09, -0.23], [-0.76, 0.65, 0.06], [-0.05, 0.18, -0.17], [-1.22, 0.52, -0.48], [0.00, 0.04, -0.01], [0.13, 0.14, -0.21], [-0.06, 0.02, 0.04], [0.01, -0.05, 0.10], [0.01, -0.02, 0.01], [-0.04, -0.05, -0.10], [0.01, 0.00, -0.01], [0.04, 0.13, -0.02], [-0.21, -0.01, -0.05], [-0.09, 0.00, 0.21], [-0.15, -0.15, 0.05], [0.02, 0.01, 0.00], [0.07, 0.06, 0.10], [-0.01, 0.00, 0.00], [-0.67, 0.21, 0.10], [-0.06, 0.01, -0.06], [-0.12, -0.12, 0.04], [0.81, -0.35, 0.14], [-0.15, -0.23, 0.15], [-0.05, 0.02, -0.24], [0.08, -0.13, 0.04], [0.07, -0.10, 0.07], [0.86, 0.93, -0.49], [-0.20, 0.13, 0.07], [-0.02, -0.05, 0.08], [0.00, 0.11, -0.07], [0.01, -0.01, 0.03], [-0.05, -0.08, -0.12], [0.10, -0.44, 0.05], [0.01, 0.02, 0.00], [0.12, -0.51, 0.05], [0.07, -0.08, 0.21], [-0.03, 0.05, -0.08], [-0.02, -0.01, 0.00], [0.11, -0.02, -0.08], [0.03, 0.01, 0.08], [0.11, -0.17, 0.07], [0.14, 0.05, -0.16], [-0.02, -0.07, 0.05], [0.16, -0.05, -0.02], [0.02, -0.08, 0.11], [-0.20, 0.41, -0.22], [0.06, -0.10, 0.05], [0.04, -0.17, -0.05], [0.36, -0.49, -0.39], [-0.18, -0.09, 0.11], [0.28, -0.01, -0.27], [0.13, -0.15, -0.05], [-0.77, 0.57, 1.11], [-0.19, 0.01, -0.30], [-0.01, -0.04, -0.13], [-0.28, 0.51, -0.20], [0.16, 0.08, -0.07], [-0.45, -0.04, 0.81], [0.07, 0.07, 0.11], [0.09, 0.23, 0.09], [0.47, 0.52, -0.88], [0.12, 0.04, 0.23], [-0.64, -0.15, 0.19], [-0.09, 0.06, -0.32], [0.27, -1.13, 1.16], [0.19, -0.15, -0.03], [0.40, -0.92, 0.20], [-0.07, 0.09, 0.06], [-0.04, 0.18, -0.14], [0.28, 0.12, 0.62], [-0.05, 0.01, -0.21], [-0.14, -0.07, 0.16], [-0.04, -0.03, 0.07], [0.02, -0.07, 0.12], [-0.42, 0.19, -0.09], [0.04, -0.16, 0.14], [0.67, -1.32, 0.13], [1.35, 0.11, -0.55], [-0.07, -0.13, 0.06], [-0.08, -0.12, 0.23], [-0.12, 0.07, -0.19], [0.06, -0.04, 0.09], [-1.38, 0.69, -0.33], [0.01, 0.01, 0.01], [0.01, 0.00, 0.01], [-0.78, -0.54, -0.46], [0.07, -0.27, -0.33], [0.00, 0.02, -0.04], [0.01, 0.04, -0.12], [-0.08, -0.21, -0.38], [0.04, 0.29, -0.15], [-0.14, 0.64, 0.53], [-0.02, 0.13, -0.02], [-0.14, -0.11, 0.21], [-0.03, 0.08, 0.06], [0.09, -0.08, -0.17], [-0.22, 0.13, 0.19], [-0.06, -0.09, 0.10], [0.19, -0.16, -0.08], [0.61, -0.22, -0.43], [0.07, 0.05, -0.09], [-0.08, -0.17, -0.04], [0.08, 0.16, 0.04], [0.02, 0.05, -0.12], [0.53, -0.96, 0.40], [0.30, -0.01, -0.18], [0.10, -0.08, 0.06], [0.04, 0.18, 0.12], [-0.04, 0.00, -0.03], [-0.02, -0.07, 0.27], [0.02, 0.02, 0.00], [0.12, 0.04, 0.06], [-0.10, 0.71, -0.12], [-0.30, 0.19, 0.12], [-0.01, -0.10, 0.09], [-0.22, -0.34, 0.22], [0.01, -0.21, -0.07], [-0.02, -0.07, -0.01], [0.02, -0.14, -0.02], [-0.03, 0.01, -0.33], [0.37, 0.43, 0.22], [-0.11, 0.08, 0.01], [0.14, 0.05, 0.06], [0.04, 0.13, 0.01], [0.39, -0.34, -0.77], [-0.40, 1.05, -0.37]]}